# C20H63N7O13

A cluster of 10 separate species, C20H63N7O13 in total in a non-equilibrium geometry (wB97M-V/def2-TZVPD, the OMol25 dataset).

* HOMO-LUMO gap: 0.3146 Eh
* structure (SMILES): COCCNCCOC.COCCNCCOC.COCCNCCOC.NC(N)=O.NC(N)=O.O.O.O.O.O
* electronic energy: -2160.96096 a.u.
* HOMO: -8.5 eV
* energy relative to the best compared isomer or geometry (same formula, charge and spin): 50.8 kcal per mole

```
! RIJCOSX wB97M-V def2-TZVPD def2/J DEFGRID3
* xyz 0 1
C -6.66 5.25 9.16
O -6.92 5.04 7.76
C -5.85 5.26 6.82
C -4.51 4.53 7.21
N -4.42 3.40 6.32
C -3.23 2.59 6.74
C -3.76 1.35 7.58
O -2.81 0.56 8.29
C -2.02 -0.23 7.44
H -6.06 6.15 9.35
H -6.15 4.33 9.43
H -7.63 5.43 9.64
H -5.70 6.32 6.60
H -6.26 4.90 5.87
H -4.43 4.27 8.26
H -3.68 5.23 7.11
H -4.40 3.81 5.40
H -2.59 3.20 7.38
H -2.68 2.25 5.86
H -4.41 0.77 6.93
H -4.30 1.82 8.41
H -1.64 -1.13 7.92
H -1.27 0.38 6.93
H -2.67 -0.66 6.67
C 6.18 -1.87 4.83
O 6.20 -0.63 4.16
C 6.72 0.32 5.07
C 6.95 1.65 4.31
N 7.87 1.39 3.16
C 8.05 2.55 2.30
C 8.78 2.21 0.92
O 7.90 2.42 -0.20
C 7.78 3.80 -0.75
H 5.98 -1.91 5.90
H 7.15 -2.36 4.90
H 5.49 -2.56 4.35
H 7.56 -0.13 5.59
H 5.89 0.49 5.76
H 7.30 2.43 4.99
H 5.94 1.98 4.07
H 7.52 0.57 2.69
H 8.60 3.43 2.64
H 7.05 2.95 2.11
H 8.92 1.13 0.81
H 9.72 2.76 1.01
H 7.02 4.04 -1.50
H 8.79 4.00 -1.12
H 7.65 4.40 0.15
C -3.92 -5.02 -2.41
O -4.89 -5.15 -3.46
C -4.37 -5.84 -4.59
C -5.37 -5.41 -5.76
N -4.85 -5.58 -7.11
C -4.71 -6.95 -7.48
C -4.05 -7.19 -8.82
O -2.60 -7.32 -8.79
C -1.96 -7.49 -10.01
H -4.34 -4.78 -1.44
H -3.30 -4.17 -2.71
H -3.41 -5.98 -2.29
H -4.37 -6.92 -4.45
H -3.32 -5.65 -4.82
H -5.52 -4.33 -5.68
H -6.34 -5.88 -5.60
H -3.99 -5.04 -7.15
H -5.68 -7.45 -7.45
H -4.01 -7.40 -6.78
H -4.50 -6.41 -9.43
H -4.39 -8.12 -9.26
H -0.96 -7.92 -9.95
H -1.90 -6.56 -10.58
H -2.56 -8.24 -10.54
N 3.14 0.13 -0.08
C 1.87 0.28 -0.45
N 1.61 -0.65 -1.33
O 1.11 1.10 -0.01
H 3.56 0.78 0.57
H 3.42 -0.80 -0.36
H 0.77 -0.52 -1.88
H 2.38 -1.23 -1.63
N -3.99 2.96 -6.89
C -4.17 2.16 -5.89
N -5.12 2.58 -5.14
O -3.44 1.24 -5.63
H -3.14 2.98 -7.42
H -4.30 3.91 -6.75
H -5.62 3.42 -5.40
H -4.97 2.23 -4.21
O 2.08 1.92 -6.11
H 1.56 1.34 -5.55
H 2.77 1.35 -6.46
O -3.40 5.15 0.48
H -3.10 6.02 0.24
H -2.67 4.57 0.24
O 7.10 -0.33 -4.97
H 7.38 0.31 -4.32
H 6.38 -0.80 -4.55
O 2.47 5.63 1.60
H 2.39 6.15 0.80
H 2.08 4.78 1.38
O 4.72 -4.18 -2.94
H 5.30 -4.81 -2.51
H 4.17 -4.72 -3.51
*
```

Atom charges from the Mulliken analysis, given in e for atoms 1 to 99: number 1, C, carries -0.614; number 2, O, carries -0.411; number 3, C, carries -0.411; number 4, C, carries -0.672; number 5, N, carries -0.331; number 6, C, carries -0.648; number 7, C, carries -0.294; number 8, O, carries -0.391; number 9, C, carries -0.721; number 10, H, carries 0.299; number 11, H, carries 0.211; number 12, H, carries 0.239; number 13, H, carries 0.305; number 14, H, carries 0.326; number 15, H, carries 0.438; number 16, H, carries 0.350; number 17, H, carries 0.252; number 18, H, carries 0.268; number 19, H, carries 0.433; number 20, H, carries 0.355; number 21, H, carries 0.148; number 22, H, carries 0.290; number 23, H, carries 0.255; number 24, H, carries 0.322; number 25, C, carries -0.891; number 26, O, carries -0.295; number 27, C, carries -0.573; number 28, C, carries -0.634; number 29, N, carries -0.363; number 30, C, carries -0.498; number 31, C, carries -0.560; number 32, O, carries -0.317; number 33, C, carries -0.660; number 34, H, carries 0.344; number 35, H, carries 0.367; number 36, H, carries 0.252; number 37, H, carries 0.406; number 38, H, carries 0.360; number 39, H, carries 0.353; number 40, H, carries 0.329; number 41, H, carries 0.261; number 42, H, carries 0.316; number 43, H, carries 0.333; number 44, H, carries 0.351; number 45, H, carries 0.305; number 46, H, carries 0.255; number 47, H, carries 0.273; number 48, H, carries 0.280; number 49, C, carries -0.727; number 50, O, carries -0.330; number 51, C, carries -0.407; number 52, C, carries -0.790; number 53, N, carries -0.361; number 54, C, carries -0.290; number 55, C, carries -0.755; number 56, O, carries -0.309; number 57, C, carries -0.686; number 58, H, carries 0.253; number 59, H, carries 0.282; number 60, H, carries 0.303; number 61, H, carries 0.304; number 62, H, carries 0.412; number 63, H, carries 0.343; number 64, H, carries 0.313; number 65, H, carries 0.275; number 66, H, carries 0.324; number 67, H, carries 0.273; number 68, H, carries 0.358; number 69, H, carries 0.413; number 70, H, carries 0.238; number 71, H, carries 0.263; number 72, H, carries 0.300; number 73, N, carries -0.349; number 74, C, carries 0.648; number 75, N, carries -0.386; number 76, O, carries -0.641; number 77, H, carries 0.193; number 78, H, carries 0.153; number 79, H, carries 0.237; number 80, H, carries 0.148; number 81, N, carries -0.462; number 82, C, carries 0.639; number 83, N, carries -0.408; number 84, O, carries -0.642; number 85, H, carries 0.250; number 86, H, carries 0.190; number 87, H, carries 0.196; number 88, H, carries 0.236; number 89, O, carries -0.636; number 90, H, carries 0.314; number 91, H, carries 0.320; number 92, O, carries -0.642; number 93, H, carries 0.319; number 94, H, carries 0.323; number 95, O, carries -0.635; number 96, H, carries 0.322; number 97, H, carries 0.312; number 98, O, carries -0.642; number 99, H, carries 0.315